Formula: C28H62F6HfN4O20S2
Source: OMol25
Level of theory: ωB97M-V/def2-TZVPD

CARTESIAN COORDINATES (ANGSTROEM)
1 O -3.45727 0.39840 0.94576
2 H 4.75482 4.15345 3.65433
3 O 3.99950 2.97354 -3.91352
4 H 0.13331 -2.52078 1.48448
5 H 1.00377 2.19758 -3.05740
6 H 4.78724 2.69637 2.67462
7 H 2.27342 -2.49816 -4.74416
8 C 3.15362 3.84873 -3.20827
9 C -4.04612 -3.63639 2.19431
10 O -1.10832 -3.95492 -3.52703
11 N -3.62706 -1.14432 -1.31335
12 C 3.59885 2.70920 -1.03358
13 H 0.22671 -0.64894 -3.74526
14 N 1.74876 1.92357 -2.41093
15 C -2.96355 -0.73549 -3.69250
16 H 0.50154 0.41463 -1.53807
17 H 4.36006 -0.73712 1.53455
18 H -0.53356 3.57284 1.61042
19 H -0.60563 0.16076 -5.05253
20 F -4.39865 2.92541 -1.82838
21 O -1.69800 -0.32053 -3.37844
22 H 3.14514 2.17908 -0.19045
23 C -2.72877 -1.91136 4.09815
24 H -4.80385 1.14092 -0.43310
25 H 3.01064 -0.23394 -1.00335
26 H 1.09671 3.52430 1.41602
27 C -3.80700 -2.81498 4.60371
28 H 0.74008 -1.17632 -1.84305
29 C 2.26478 3.07054 3.43426
30 H 3.99842 -1.40833 -2.97937
31 H -3.74618 2.04146 2.04206
32 C -3.96203 -0.37552 -2.59391
33 H 2.41817 1.39396 -2.96950
34 S -1.63447 -3.83211 -2.19413
35 O 2.10480 -2.02917 -2.61911
36 C 3.43679 -1.93783 -2.23086
37 H -3.58837 -2.15990 -1.50961
38 H 3.29736 -0.86008 3.52217
39 H 3.66805 4.76074 -2.77534
40 C -3.51249 1.00039 2.19972
41 O -1.53168 -1.09845 2.27124
42 F -2.75189 2.97892 -3.24895
43 F -0.74224 -4.87366 0.08651
44 S -1.88409 2.65321 -0.78082
45 H -4.53585 -4.03632 1.31336
46 H 3.92758 -2.89738 -2.30505
47 H 0.30445 0.09465 1.63991
48 H 1.57418 -0.42114 4.66836
49 H -0.56042 -4.57240 2.91501
50 H -3.94586 0.70109 -2.46144
51 O 1.36494 -1.15130 2.80429
52 H 4.88568 4.57967 -4.96372
53 O 3.02254 3.81509 2.50167
54 O -2.01233 1.21577 -1.01294
55 H -0.40284 -3.55831 4.13178
56 F -0.62138 -6.19875 -1.60454
57 H 4.63403 -1.03137 -0.88432
58 H 1.03737 -2.07818 0.34227
59 H 3.25931 -2.75106 0.43149
60 H 4.41364 2.04063 -1.45311
61 C -4.81891 -1.01029 -0.44362
62 O -0.10497 -3.79783 3.23221
63 O -4.16663 -2.89429 5.78561
64 H 4.90558 4.20402 1.88491
65 N 2.99821 -1.81205 0.24804
66 C -2.45540 -1.85375 2.78639
67 H -0.13193 1.82720 4.39354
68 C -4.74908 0.33011 0.30631
69 C 1.96284 -2.94172 -3.81343
70 C 0.82048 3.47025 3.31685
71 H -1.10619 3.25157 4.04245
72 H 4.12801 3.59332 -0.64339
73 H 2.51011 3.28022 4.47746
74 H 2.47004 1.98082 3.25821
75 H -0.09868 1.59780 1.21499
76 N 0.34934 3.15101 1.95698
77 O -0.12460 0.63569 0.92107
78 O -2.98254 -4.20674 -1.90798
79 O -5.33004 -4.47148 4.00862
80 F 0.70449 -4.57469 -1.36234
81 C 4.39279 3.69890 2.68737
82 H 3.85108 3.52000 -5.97305
83 O -0.67125 3.18646 -1.32744
84 H -4.93278 -0.76887 -2.99367
85 H -0.04156 -1.07665 4.22622
86 C -4.39225 -3.75330 3.59345
87 H 2.47373 -3.89225 -3.59997
88 C -3.07497 -2.71069 1.83195
89 H 1.85388 3.87953 -1.56726
90 H -5.74372 -1.14032 -0.92760
91 H 0.03876 3.29584 5.42665
92 C -3.10735 3.33726 -2.04949
93 O 0.08595 -2.30313 0.56310
94 H 5.40480 2.92402 -5.38006
95 C 4.56596 3.54170 -5.11170
96 H -5.57268 0.55325 0.99660
97 H -2.26895 -1.10395 4.74782
98 H -1.02506 -1.56806 -4.84521
99 C -0.55407 -4.94120 -1.25278
100 C 2.50801 3.08986 -2.03519
101 C 1.02058 -1.21432 4.18532
102 H 0.87714 4.56266 3.48859
103 H -2.54538 0.82945 2.71313
104 Hf -1.56130 -0.94906 0.04145
105 H 1.31398 -2.17470 4.61617
106 H 2.33451 4.19883 -3.93335
107 O -2.69940 -2.60535 0.59911
108 C 3.28896 -0.93403 1.33893
109 O 0.28078 -0.52960 -1.29013
110 C 2.82104 -1.36552 2.67303
111 F -3.17254 4.64989 -1.97630
112 H 2.76413 0.04899 1.13489
113 H -4.78408 -1.90694 0.23124
114 H -2.93183 -1.81984 -3.59695
115 H -4.26690 0.44981 2.84139
116 O -2.21467 3.13877 0.52655
117 H 2.93253 -2.46553 2.73789
118 H 0.90272 -3.12114 -3.84812
119 C -0.68668 -0.63273 -4.32512
120 C -0.12265 2.91200 4.38785
121 C 3.54475 -1.18313 -0.97506
122 H -3.35918 -0.45675 -4.65387
123 O -1.24330 -2.51967 -1.60959

Results
HOMO-LUMO gap: 0.278 Eh
ΔE to the lowest compared entry with this formula, charge and spin: 0.0 kcal/mol



Formula: C28H62N6O26S5
Source: OMol25
Level of theory: ωB97M-V/def2-TZVPD

CARTESIAN COORDINATES (ANGSTROEM)
1 H 5.02197 -2.21962 -0.05355
2 H -2.82855 -0.94353 -2.99328
3 H 4.24915 -4.39081 -1.59249
4 C 1.44459 1.79637 3.88733
5 H -3.37817 4.63754 -4.19932
6 H -0.08427 -3.79577 -0.33243
7 C -4.49163 2.92967 4.97677
8 N 3.81819 2.32655 4.05044
9 O 2.15035 -0.38092 -2.21610
10 H 6.77390 1.50471 0.01933
11 H -0.08451 -6.19140 2.78997
12 O -4.29868 -1.93614 -5.62103
13 H 0.30735 -3.91388 3.21606
14 C 2.20275 -3.79131 2.51274
15 N -2.68559 4.00063 -3.84675
16 N 5.89409 1.03723 -0.12304
17 C 0.77209 -5.75772 2.26884
18 C 0.99765 -4.89247 -1.75789
19 O -1.00198 -3.18865 4.22473
20 O 3.25297 0.72590 -7.40149
21 C -3.24006 1.34650 0.51365
22 H 1.07427 0.91573 3.36560
23 H -3.84998 -0.23561 3.65996
24 C 4.75086 -1.17254 -0.02643
25 H 5.21400 1.65399 5.52427
26 H 1.49715 2.61826 3.16495
27 H 2.32242 -1.63245 2.22867
28 C 2.25501 1.71618 -7.08279
29 O -3.23459 -2.13583 4.09935
30 C -3.73043 -0.85654 4.54403
31 C -1.77516 -1.98655 -4.46339
32 C -2.53759 2.75672 -4.59044
33 H -2.42720 0.65853 5.31533
34 H 4.28639 -0.97373 0.94356
35 C 1.93122 1.52096 -5.58807
36 S -2.52710 3.12930 3.45071
37 O -1.25662 -1.07013 3.06507
38 C -0.16802 -3.95886 -1.41440
39 H -3.41162 5.81088 -2.14665
40 O -3.71500 2.21857 3.99051
41 N 2.22248 -4.33841 -1.54924
42 H -0.79486 -1.08925 0.42979
43 H -1.55702 -1.59336 -5.46027
44 S -1.65367 -1.95846 4.09768
45 O -3.28599 -0.22080 -1.25204
46 H -3.89197 1.70025 -1.61248
47 C 5.99762 -0.32307 -0.05796
48 H -1.86951 -3.07145 -4.53426
49 C 3.43146 -5.09286 -1.76962
50 H 3.83502 1.27828 0.38399
51 C 2.83751 1.44929 4.38677
52 H 4.89180 2.63103 0.70736
53 H -5.32741 3.33786 4.41195
54 H -4.96526 0.35833 -3.63543
55 H 2.24261 -3.52824 -0.95410
56 O -5.32281 -0.65370 0.07787
57 H 1.60219 -6.43091 2.47871
58 H 0.77213 2.13492 4.66866
59 H -2.47885 2.99540 -5.64722
60 C 0.74649 0.57004 0.39448
61 O -1.45162 2.29709 3.09937
62 H -6.17879 -0.70529 -4.36984
63 H 3.53417 -5.51723 -2.76385
64 O -2.25160 3.75760 4.87774
65 H -0.24526 -3.06910 -2.02330
66 H -4.23101 1.75790 0.71825
67 O 3.16253 -4.34819 2.00681
68 H -4.72295 -0.99112 4.97271
69 N -2.95937 -1.37905 -3.89138
70 O 1.05895 1.34641 -0.74497
71 O -3.45738 -2.24659 0.13787
72 C -3.51488 3.97520 5.57883
73 S -3.93427 -0.92944 0.02026
74 H 3.59714 -5.89683 -1.04594
75 N 0.99834 -4.39236 2.65675
76 H -2.11081 1.45462 -1.32497
77 C -3.12532 1.21387 -1.01914
78 H -3.29738 3.86902 6.63074
79 H 1.35700 -2.18752 3.60021
80 S 4.00379 0.17225 -6.11150
81 H 4.06522 -0.89190 -0.82615
82 H -3.40717 2.12042 -4.39442
83 H 5.79410 1.72996 3.93189
84 O -1.58733 -1.18693 5.48239
85 C -2.76657 -0.33342 5.60224
86 C 4.68496 1.82965 -0.00779
87 H 1.05105 0.88482 -5.57964
88 H 1.84000 2.47946 -5.09356
89 H 4.43274 2.29583 -0.96218
90 C -2.05239 4.22831 -2.67580
91 O 0.47181 1.20603 -3.10900
92 O 3.03016 0.48056 5.09618
93 O -3.15287 0.02895 1.03618
94 O 5.26942 0.76181 -5.99655
95 H 5.53864 3.25136 4.86529
96 H 0.51568 -5.86584 1.21161
97 H -1.69293 2.20152 -4.19105
98 H -3.07659 -0.40803 6.63755
99 C -2.40787 5.46004 -1.88420
100 O 3.05688 0.85462 -5.03120
101 H 3.61709 3.22137 3.64015
102 C 5.14148 2.26975 4.62794
103 H -0.87015 -1.77860 -3.89372
104 O 0.83326 -6.02674 -2.16427
105 H 3.17587 -2.24698 3.62525
106 O 3.88477 -1.22401 -6.08751
107 C -4.14714 -1.40971 -4.53977
108 O -1.22494 3.43328 -2.23845
109 H 2.67914 2.67971 -7.36696
110 C 2.27259 -2.36265 3.03260
111 S 1.01924 0.44620 -2.06030
112 H 0.03464 1.08480 1.05487
113 O -3.06248 4.10231 2.57463
114 O 7.10328 -0.83283 0.01947
115 H -4.86993 2.19441 5.68263
116 H -2.44928 5.17925 -0.83456
117 H -3.81412 4.95187 5.20487
118 H -1.71479 6.28527 -2.02287
119 C -5.25768 -0.68144 -3.79282
120 O -0.11203 -0.50197 -1.46373
121 C 0.10128 -0.75188 -0.07640
122 H 1.40157 1.49792 -7.71982
123 H 1.60758 0.54805 1.06327
124 H -2.41470 1.91010 0.92416
125 H -1.04199 -4.61225 -1.43718
126 H -5.47873 -1.15126 -2.83351
127 H 0.82641 -1.56703 0.03861

Results
HOMO-LUMO gap: 0.306 Eh
ΔE to the lowest compared entry with this formula, charge and spin: 0.0 kcal/mol



Number 1: HOMO energy -7.8969 eV. Number 2: HOMO energy -8.8820 eV.